Record 1
A structure of composition C46H60BGdN7O2S5, computed with wB97M-V/def2-TZVPD.

Summary:
Net charge: +3
<S²>: 16.0954
2S+1: 8
Orbital gap (alpha / beta) in eV: 5.31 / 4.95
HOMO (alpha / beta) in eV: -12.5865 / -15.2397

Geometry as XYZ:
```
122
Properties=species:S:1:pos:R:3:mulliken_spin:R:1
Gd -0.93724 -0.32666 1.96835 4.94
C 4.26044 -1.57957 -0.62864 0.00
C 3.21063 -1.16929 -1.60280 0.00
C 3.33235 -1.28928 -2.96240 0.00
C 2.23068 -1.16960 -3.85937 0.00
N 1.08482 -0.75265 -3.41395 0.00
N 1.03657 -0.42825 -2.15239 0.00
B -0.23115 0.25512 -1.75587 0.05
N -1.42357 -0.62991 -1.65803 0.00
N -1.43549 -0.01485 -2.81565 0.01
C -2.37682 -0.19734 -3.70622 0.01
C -3.29343 -1.27919 -3.34564 -0.01
C -3.23533 -1.98371 -2.19433 0.00
C -4.13475 -3.14966 -1.85071 0.00
C -2.22486 -1.58960 -1.22810 -0.01
S -2.11802 -2.39007 0.28166 0.02
C -2.51433 0.63773 -4.94177 -0.01
C -3.66222 1.66571 -4.63236 0.00
C -2.88931 -0.17158 -6.21899 0.00
C -1.28126 1.53360 -5.18811 0.00
N -0.11885 1.71932 -1.37764 0.23
N 0.97095 2.25794 -1.95292 0.47
C 1.19512 3.56545 -1.84050 -0.01
C 0.24736 4.39354 -1.18641 0.30
C -0.87039 3.86592 -0.62467 0.04
C -1.97245 4.59073 -0.05878 -0.01
C -0.99923 2.42321 -0.72625 0.30
S -2.28261 1.63739 0.11018 0.54
C 2.49565 4.01668 -2.44296 -0.03
C 3.62996 3.21005 -1.81426 0.02
C 2.64989 5.51797 -2.24670 0.01
C 2.49962 3.74123 -3.97787 0.01
C 1.93008 -0.65389 -1.19742 -0.01
S 1.63290 -0.30013 0.44648 0.04
C 2.39934 -1.39260 -5.31942 0.00
C 2.96251 -0.09198 -6.01234 0.00
C 1.04093 -1.78450 -5.92984 0.00
C 3.34156 -2.50419 -5.68617 0.00
H 5.10595 -2.07390 -1.11801 0.00
H 3.82936 -2.25507 0.10240 0.00
H 4.56704 -0.66971 -0.01835 0.00
H 4.26049 -1.61793 -3.37782 0.00
H -4.05300 -1.51101 -4.02730 0.00
H -4.87150 -3.44720 -2.53494 0.00
H -4.61101 -2.93886 -0.95801 0.00
H -3.55080 -4.02532 -1.54002 0.00
H -4.53144 1.17421 -4.26495 0.00
H -3.93981 2.21154 -5.54065 0.00
H -3.39495 2.38777 -3.94004 0.00
H -3.82936 -0.65924 -6.13799 0.00
H -2.16434 -0.96970 -6.43049 0.00
H -2.99001 0.54759 -6.97490 0.00
H -0.91241 1.95748 -4.23843 0.00
H -1.60173 2.33217 -5.80202 0.00
H -0.39586 1.05633 -5.69605 0.00
H 0.32622 5.47589 -1.17055 0.02
H -1.90249 5.66454 -0.16817 0.00
H -2.19406 4.40994 0.97794 0.01
H -2.89947 4.33588 -0.51406 0.01
H 3.61248 3.32433 -0.72459 0.00
H 4.59597 3.61695 -2.19536 0.00
H 3.52176 2.16021 -2.00865 -0.01
H 2.64856 5.77655 -1.18482 0.00
H 1.86760 6.12454 -2.73798 0.00
H 3.63030 5.83195 -2.57502 0.00
H 2.55635 2.69530 -4.16214 0.00
H 3.36431 4.21852 -4.47489 0.00
H 1.59643 4.07776 -4.52973 0.00
H 2.16993 0.65136 -5.89754 0.00
H 3.11528 -0.26637 -7.06546 0.00
H 3.89208 0.23739 -5.41939 0.00
H 0.26371 -1.02965 -5.79647 0.00
H 0.72224 -2.77838 -5.52313 0.00
H 1.12915 -1.90938 -6.99313 0.00
H 4.41000 -2.31366 -5.58550 0.00
H 3.25074 -2.70544 -6.80437 0.00
H 3.22827 -3.50498 -5.22828 0.00
O -2.81092 0.78391 3.30436 0.01
H -3.21474 0.31222 4.04417 0.00
H -3.35583 1.48677 2.89669 0.00
N -1.55529 -2.05259 3.42731 0.02
S -0.53557 -2.67598 4.52978 0.00
C -1.18469 -2.48217 6.16885 0.00
C -2.56273 -2.40837 6.36705 0.00
C -3.00025 -2.50105 7.66432 0.00
C -2.16994 -2.93083 8.70775 0.00
C -0.79071 -3.08583 8.48096 0.00
C -0.32506 -2.81749 7.20864 0.00
C -0.53176 -4.44049 4.24270 0.00
C -1.41822 -5.38077 4.81482 0.00
C -1.38392 -6.73016 4.41450 0.00
C -0.37322 -7.17167 3.59221 0.00
C 0.53175 -6.27923 3.01135 0.00
C 0.39490 -4.89847 3.30881 0.00
H -2.46132 -2.54343 3.38266 0.00
H -3.24842 -2.12740 5.58814 0.00
H -4.01621 -2.17568 7.85035 0.00
H -2.62558 -3.04218 9.67305 0.00
H -0.15541 -3.35338 9.32752 0.00
H 0.72924 -2.86834 6.99177 0.00
H -2.11618 -5.06183 5.56376 0.00
H -2.11061 -7.45961 4.83634 0.00
H -0.21474 -8.24778 3.40779 0.00
H 1.34697 -6.57694 2.38732 0.00
H 1.15252 -4.23138 2.88619 0.00
C 2.84983 0.87138 4.40298 0.00
S 1.07131 0.71841 4.59280 0.00
O 0.59725 0.74150 3.09828 0.02
C 0.56602 2.30994 5.16682 0.00
C -0.01835 2.32273 6.43142 0.00
C -0.52493 3.51522 6.92803 0.00
C -0.43816 4.66092 6.11684 0.00
C 0.19967 4.59164 4.84159 0.00
C 0.74577 3.40932 4.38094 0.00
H 3.08657 1.71237 3.74635 0.00
H 3.15131 -0.07871 3.92317 0.00
H 3.28507 0.95099 5.39845 0.00
H -0.16027 1.37387 6.91612 0.00
H -0.97686 3.62163 7.89058 0.00
H -0.85228 5.59067 6.51317 0.00
H 0.27286 5.47888 4.20945 0.00
H 1.17913 3.39389 3.38554 0.00
```

Record 2
An isolated molecule of C3H7N3O, computed with wB97M-V/def2-TZVPD.

Summary:
SMILES: C/N=C(\N)C(N)=O
2S+1: 1
Orbital gap in eV: 9.07
HOMO in eV: -8.2263
Relative energy (zero: lowest compared OMol25 entry of this formula, charge and spin) in kcal/mol: 26.9

Geometry as XYZ:
```
14
Properties=species:S:1:pos:R:3:lowdin_charge:R:1
C -0.49712 -2.02316 0.51049 -0.14
N -0.45640 -0.66107 0.16067 0.00
C -0.21112 0.54576 0.37763 -0.36
N -0.46138 1.43402 1.38563 0.15
C 0.59631 1.23282 -0.74195 -0.47
N 0.69800 0.49238 -1.86518 0.16
O 1.14759 2.30785 -0.55422 0.03
H -0.25300 -2.26441 1.55370 0.07
H 0.24723 -2.51959 -0.13084 0.07
H -1.47014 -2.45368 0.24984 0.08
H 0.01056 2.32517 1.27567 0.09
H -0.79496 1.17455 2.29817 0.10
H 0.26818 -0.42098 -1.87503 0.09
H 1.31383 0.78919 -2.60176 0.11
```

Record 3
A cluster of 2 separate species, C4H12N2S in total, computed with wB97M-V/def2-TZVPD.

Summary:
SMILES: [H]/N=C/NC.CSC
2S+1: 1
Orbital gap in eV: 9.19
HOMO in eV: -8.2140
Relative energy (zero: lowest compared OMol25 entry of this formula, charge and spin) in kcal/mol: 9.8

Geometry as XYZ:
```
19
Properties=species:S:1:pos:R:3:lowdin_charge:R:1
H -0.92585 0.31577 0.30506 0.02
N 0.09678 0.28927 0.31801 0.07
C 0.51093 1.01478 1.27575 -0.35
N 1.83102 1.20454 1.55921 -0.07
C 2.22733 1.74039 2.84900 -0.11
H -0.17530 1.55701 1.93012 0.12
H 2.44317 0.51789 1.13648 0.13
H 3.14502 2.31647 2.74575 0.07
H 1.43276 2.37680 3.22006 0.07
H 2.42632 0.95037 3.57875 0.08
C -0.84331 -2.39459 -1.41798 -0.44
S -2.44494 -1.54062 -1.44918 0.70
C -2.08390 -0.33441 -2.74860 -0.44
H -0.04682 -1.65774 -1.43794 0.01
H -0.73299 -3.06466 -2.27287 0.03
H -0.85715 -2.99645 -0.51333 0.02
H -2.98677 0.05025 -3.21279 0.03
H -1.51970 0.51396 -2.36732 0.02
H -1.49660 -0.85902 -3.49818 0.03
```

Record 4
A cluster of 2 separate species, C12H12 in total, computed with wB97M-V/def2-TZVPD.

Summary:
SMILES: c1ccccc1.c1ccccc1
2S+1: 1
Orbital gap in eV: 9.83
HOMO in eV: -8.9587
Relative energy (zero: lowest compared OMol25 entry of this formula, charge and spin) in kcal/mol: 102.9

Geometry as XYZ:
```
24
Properties=species:S:1:pos:R:3:lowdin_charge:R:1
C 2.17029 -0.15276 1.38049 -0.14
C 2.35332 1.19636 0.93633 -0.04
C 2.76822 1.12540 -0.42101 -0.12
C 2.75208 0.04479 -1.27062 -0.12
C 2.49683 -1.19431 -0.75150 -0.06
C 2.10317 -1.16874 0.59977 -0.19
H 2.04818 -0.49874 2.42771 0.12
H 2.41204 2.11369 1.43184 0.08
H 2.68248 2.17339 -1.05494 0.15
H 2.63832 0.15715 -2.25503 0.06
H 2.46081 -2.03091 -1.38470 0.09
H 1.76756 -2.20800 0.86911 0.13
C -2.68412 -1.30938 -0.02803 -0.13
C -1.23748 -0.93270 0.18988 -0.02
C -1.17121 0.44449 -0.05021 -0.14
C -2.15568 1.43003 -0.10160 -0.10
C -3.47617 0.96578 -0.00817 -0.04
C -3.66707 -0.48588 -0.05212 -0.14
H -3.00205 -2.35126 0.29475 0.12
H -0.28261 -1.48647 0.08008 0.08
H -0.06574 0.98682 -0.28776 0.14
H -1.91697 2.48465 -0.34978 0.11
H -4.31581 1.51533 0.01379 0.05
H -4.67838 -0.81873 -0.20828 0.10
```